59
Properties=species:S:1:pos:R:3:mulliken_charge:R:1 method="wB97M-V/def2-TZVPD" de_lowest_ev=4.084 total_energy_ha=-1450.40960 homo_energy_ev=-9.77 gap_ev=9.92 charge=0
O -2.37999 0.64822 2.26901 -0.776
C -1.27581 0.25355 1.87775 0.837
N -0.90662 0.10942 0.56883 1.387
C -1.71917 0.62995 -0.47236 -0.361
N -0.88228 1.58395 -1.27073 -0.322
C -0.47462 -0.48460 2.95693 -0.961
H 0.06366 -0.21905 0.34664 -0.683
H -2.22548 -0.20504 -1.09203 -0.222
H -2.63785 1.26863 0.01401 0.305
H -0.48874 1.03930 -2.02232 0.234
H -1.49919 2.26603 -1.68634 0.262
H 0.57543 -0.53886 2.67128 0.174
H -0.56301 0.05604 3.95602 0.281
H -0.80864 -1.57689 3.14552 0.232
H -1.25098 0.08078 -3.97915 0.378
H 0.08074 0.50348 -4.38377 0.230
O -0.59460 0.72830 -3.74197 -0.636
H 2.20998 1.08361 -0.18758 0.265
H 3.20219 -0.10059 -0.11982 0.343
O 2.43573 0.17023 -0.56688 -0.463
H 2.02729 -2.39237 -3.24421 0.376
H 1.12534 -3.70568 -3.45718 0.300
O 1.62653 -3.27002 -2.77858 -0.694
H 2.49545 1.52070 2.88988 0.346
H 3.24945 2.14256 1.79088 0.251
O 3.20183 1.25785 2.27191 -0.573
H 1.12961 -3.00059 -1.24870 0.346
H 1.06905 -1.66687 -0.60703 0.055
O 0.63476 -2.44059 -0.61562 -0.560
H 1.15918 3.85974 1.47328 0.334
H -0.32869 3.93505 2.09203 0.325
O 0.64260 4.04308 2.20420 -0.660
H -1.03855 -4.18625 1.73308 0.263
H -1.02208 -3.10067 0.67759 0.314
O -1.66165 -3.55476 1.30232 -0.598
H 4.68763 -0.10146 1.41059 0.289
H 3.93973 -1.27949 1.92510 0.296
O 4.32523 -0.91072 1.15133 -0.657
H -3.07390 -1.62113 0.24395 0.237
H -4.22323 -2.59911 0.09537 0.252
O -3.44579 -2.33627 -0.33078 -0.584
H -0.88361 -2.31287 -1.60181 0.414
H -2.44644 -2.70457 -1.57602 0.436
O -1.56068 -2.71341 -2.08257 -0.708
H -2.24732 -2.06721 -3.59061 0.436
H -3.11221 -0.84295 -3.08540 0.302
O -2.57960 -1.21858 -3.91943 -0.805
H -2.54471 4.14370 2.25061 0.268
H -2.93311 2.60350 2.08585 0.343
O -2.55907 3.41786 1.76189 -0.614
H 0.60925 2.21887 0.11579 0.283
H 1.41088 3.43071 -0.44470 0.263
O 1.49618 2.61814 0.01901 -0.902
H 2.38059 -0.33305 -2.23774 0.403
H 2.31168 -0.34926 -3.91264 0.311
O 1.92330 -0.67536 -3.11677 -0.641
H 1.33293 1.85217 4.69620 0.293
H 0.90238 3.03007 3.67979 0.350
O 1.11899 2.01281 3.69609 -0.595